Entry A
The following is a quantum chemistry calculation of a single C7H12 molecule, from the Open Molecules 2025 dataset.

Bonds (Å) are listed after each position.
Cartesian coordinates (Å):
1 C 0.103 -0.826 2.411  C2 1.525, H8 1.123, H9 1.113, H10 1.087
2 C -0.221 -1.587 1.130  C1 1.525, C3 1.577, H11 1.078, H12 1.106
3 C 0.940 -1.413 0.077  C2 1.577, C4 1.488, H13 1.080, H14 1.087
4 C 0.646 -0.438 -1.008  C3 1.488, C5 1.343, H15 1.095
5 C -0.142 0.645 -0.909  C4 1.343, C6 1.455, H16 1.077
6 C -0.360 1.560 -2.019  C5 1.455, C7 1.356, H17 1.081
7 C -1.018 2.731 -1.831  C6 1.356, H18 1.079, H19 1.084
8 H 0.134 0.268 2.160  C1 1.123
9 H 0.896 -1.309 3.026  C1 1.113
10 H -0.746 -0.808 3.088  C1 1.087
11 H -1.108 -1.083 0.784  C2 1.078
12 H -0.373 -2.673 1.269  C2 1.106
13 H 1.051 -2.424 -0.289  C3 1.080
14 H 1.860 -1.119 0.577  C3 1.087
15 H 1.168 -0.541 -1.966  C4 1.095
16 H -0.371 1.048 0.063  C5 1.077
17 H -0.029 1.418 -3.038  C6 1.081
18 H -1.424 3.086 -0.896  C7 1.079
19 H -1.005 3.465 -2.629  C7 1.084

Its net charge is 0. For the gap between HOMO and LUMO, the calculation gives 9.61 eV. As for the SMILES: C=C/C=C/CCC. The value obtained for the LUMO energy is 1.2 eV.



Entry B
The following is a quantum chemistry calculation of a single C7H12 molecule, from the Open Molecules 2025 dataset.

Bonds (Å) are listed after each position.
Cartesian coordinates (Å):
1 C -2.504 0.314 0.163  C2 1.519, H8 1.096, H9 1.098, H10 1.096
2 C -1.234 -0.510 0.035  C1 1.519, C3 1.553, C7 1.553, H11 1.096
3 C -0.226 -0.068 -1.062  C2 1.553, C4 1.529, H12 1.095, H13 1.097
4 C 0.868 -0.024 0.005  C3 1.529, C5 1.496, C6 1.494, C7 1.529
5 C 2.235 -0.621 -0.103  C4 1.496, C6 1.507, H14 1.088, H15 1.088
6 C 2.066 0.869 0.051  C4 1.494, C5 1.507, H16 1.088, H17 1.088
7 C -0.146 -0.281 1.120  C2 1.553, C4 1.529, H18 1.097, H19 1.095
8 H -3.151 0.192 -0.714  C1 1.096
9 H -2.262 1.381 0.256  C1 1.098
10 H -3.079 0.025 1.050  C1 1.096
11 H -1.484 -1.573 -0.060  C2 1.096
12 H -0.068 -0.778 -1.881  C3 1.095
13 H -0.464 0.914 -1.488  C3 1.097
14 H 2.554 -1.001 -1.071  C5 1.088
15 H 2.618 -1.182 0.747  C5 1.088
16 H 2.268 1.499 -0.812  C6 1.088
17 H 2.329 1.318 1.007  C6 1.088
18 H -0.345 0.601 1.741  C7 1.097
19 H 0.066 -1.131 1.777  C7 1.095

Its net charge is 0. For the gap between HOMO and LUMO, the calculation gives 10.94 eV. As for the SMILES: CC1CC2(CC2)C1. The value obtained for the LUMO energy is 1.2 eV.



Most stable structure, least stable structure: entry B, entry A.



Entry A
The following is a quantum chemistry calculation of 12 unconnected molecules or ions with the total composition C4H34N2O12, from the Open Molecules 2025 dataset.

Bonds (Å) are listed after each position.
Cartesian coordinates (Å):
1 C 1.563 -1.077 0.359  N2 1.473, C3 1.566, H8 1.098, H9 1.101
2 N 1.510 0.030 -0.611  C1 1.473, H10 1.010, H11 1.015
3 C 0.211 -1.526 1.009  C1 1.566, C4 1.510, N5 1.477, H12 1.118
4 C -0.470 -2.499 0.077  C3 1.510, H13 1.115, H14 1.087, H15 1.064
5 N 0.376 -1.835 2.444  C3 1.477, C6 1.414, H16 1.021
6 C -0.480 -1.115 3.308  N5 1.414, O7 1.477, H17 1.106, H18 1.086
7 O -1.900 -0.998 2.920  C6 1.477, H19 0.962
8 H 2.358 -0.805 1.065  C1 1.098
9 H 2.005 -1.840 -0.301  C1 1.101
10 H 1.311 0.919 -0.174  N2 1.010
11 H 0.846 -0.234 -1.333  N2 1.015
12 H -0.309 -0.536 1.027  C3 1.118
13 H -0.164 -3.546 0.306  C4 1.115
14 H -1.553 -2.552 0.150  C4 1.087
15 H -0.331 -2.433 -0.976  C4 1.064
16 H 0.441 -2.843 2.594  N5 1.021
17 H -0.247 -0.036 3.235  C6 1.106
18 H -0.538 -1.538 4.307  C6 1.086
19 H -2.172 -1.780 2.428  O7 0.962
20 H 2.075 3.279 2.897  O22 0.954
21 H 2.093 1.820 2.271  O22 0.963
22 O 2.464 2.708 2.239  H20 0.954, H21 0.963
23 H -0.865 -1.821 -3.068  O25 0.964
24 H 0.583 -2.059 -3.370  O25 0.970
25 O -0.146 -1.462 -3.600  H23 0.964, H24 0.970
26 H -2.299 0.321 1.073  O28 0.969
27 H -1.957 1.741 1.129  O28 0.990
28 O -2.552 1.138 0.616  H26 0.969, H27 0.990
29 H -4.157 -2.595 0.855  O31 0.970
30 H -4.581 -1.477 -0.002  O31 0.975
31 O -3.792 -1.775 0.487  H29 0.970, H30 0.975
32 H -0.059 2.118 1.503  O34 0.957
33 H -0.927 3.383 1.706  O34 0.992
34 O -0.720 2.490 2.086  H32 0.957, H33 0.992
35 H 4.960 -0.412 -0.827  O37 0.977
36 H 3.761 -0.970 -0.129  O37 0.970
37 O 4.728 -0.959 -0.052  H35 0.977, H36 0.970
38 H 3.566 3.035 -1.505  O40 0.961
39 H 3.125 1.409 -1.177  O40 0.971
40 O 3.223 2.344 -0.934  H38 0.961, H39 0.971
41 H 1.633 0.741 -4.384  O43 0.963
42 H 1.986 1.809 -3.410  O43 0.963
43 O 2.396 1.103 -3.920  H41 0.963, H42 0.963
44 H -1.954 3.942 0.008  O46 0.966
45 H -0.701 3.506 -0.669  O46 0.964
46 O -1.000 4.094 0.033  H44 0.966, H45 0.964
47 H -1.647 0.282 -2.789  O49 0.961
48 H -2.211 1.349 -1.795  O49 0.966
49 O -2.147 1.100 -2.726  H47 0.961, H48 0.966
50 H -3.156 -2.339 -1.777  O52 0.961
51 H -2.469 -3.731 -1.396  O52 0.959
52 O -2.616 -3.074 -2.078  H50 0.961, H51 0.959

Its net charge is 0. For the gap between HOMO and LUMO, the calculation gives 9.27 eV. As for the SMILES: C[C@H](CN)NCO.O.O.O.O.O.O.O.O.O.O.O. The value obtained for the LUMO energy is -0.2 eV.



Entry B
The following is a quantum chemistry calculation of 13 unconnected molecules or ions with the total composition C4H34N2O12, from the Open Molecules 2025 dataset.

Bonds (Å) are listed after each position.
Cartesian coordinates (Å):
1 C 1.208 2.472 2.019  C2 1.505, N6 1.502, H7 1.159, H8 1.112
2 C 2.082 1.309 2.405  C1 1.505, C3 1.496, H9 1.088, H10 1.249
3 C 1.905 0.127 1.504  C2 1.496, N5 1.419, H11 1.193, H12 1.137
4 C -0.037 -1.164 1.426  N5 1.296, H13 1.068, H14 1.124
5 N 0.539 -0.035 1.155  C3 1.419, C4 1.296
6 N 1.373 2.916 0.594  C1 1.502, H15 1.008, H16 1.056
7 H 1.465 3.473 2.544  C1 1.159
8 H 0.130 2.356 2.264  C1 1.112
9 H 3.139 1.509 2.574  C2 1.088
10 H 1.541 0.758 3.386  C2 1.249
11 H 2.476 -0.834 1.920  C3 1.193
12 H 2.465 0.122 0.514  C3 1.137
13 H -1.059 -1.338 1.169  C4 1.068
14 H 0.238 -2.107 1.974  C4 1.124
15 H 0.605 2.741 -0.035  N6 1.008
16 H 2.301 2.633 0.177  N6 1.056
17 H 3.800 -2.722 0.588  O19 0.983
18 H 2.263 -2.889 0.273  O19 1.010
19 O 2.959 -2.215 0.557  H17 0.983, H18 1.010
20 H 2.225 2.944 -2.383  O22 0.962
21 H 2.331 1.494 -1.891  O22 0.897
22 O 2.802 2.230 -2.096  H20 0.962, H21 0.897
23 H -2.212 -3.570 -0.157  O25 0.771
24 H -0.844 -3.203 -0.510  O25 0.914
25 O -1.463 -3.747 -0.114  H23 0.771, H24 0.914
26 H -2.249 -0.986 -2.358  O28 1.013
27 H -1.129 -1.162 -1.140  O28 0.953
28 O -2.042 -1.009 -1.366  H26 1.013, H27 0.953
29 H -0.469 0.998 -0.852  O31 0.954
30 H -0.549 2.169 -1.731  O31 0.951
31 O -0.011 1.399 -1.586  H29 0.954, H30 0.951
32 H -2.444 0.900 0.959  O34 1.034
33 H -1.414 1.767 1.636  O34 1.018
34 O -2.171 1.897 0.968  H32 1.034, H33 1.018
35 H 0.161 -0.179 -3.347  O37 0.857
36 H -0.186 -0.399 -4.617  O37 0.890
37 O -0.542 -0.364 -3.802  H35 0.857, H36 0.890
38 H 3.061 -1.660 -2.114  O40 0.891
39 H 2.489 -0.754 -1.019  O40 0.931
40 O 2.536 -0.966 -1.924  H38 0.891, H39 0.931
41 H 0.813 -1.396 -1.342  O43 0.970
42 H 0.235 -2.024 -2.648  O43 1.054
43 O 0.292 -2.170 -1.606  H41 0.970, H42 1.054
44 H -4.168 -0.163 1.065  O46 0.991
45 H -3.228 -0.632 0.018  O46 0.896
46 O -3.230 -0.428 0.891  H44 0.991, H45 0.896
47 H -3.450 1.914 -1.652  O49 0.900
48 H -3.237 0.373 -1.320  O49 0.958
49 O -3.813 1.136 -1.380  H47 0.900, H48 0.958
50 H -1.114 -1.165 4.453  O52 0.948
51 H -0.533 0.272 4.554  O52 0.956
52 O -1.292 -0.247 4.295  H50 0.948, H51 0.956

Its net charge is 0. For the gap between HOMO and LUMO, the calculation gives 8.16 eV. The value obtained for the LUMO energy is -0.1 eV.



Most stable structure, least stable structure: entry A, entry B.



Entry A
The following is a quantum chemistry calculation of a single C3H4N2S2 molecule, from the Open Molecules 2025 dataset.

Bonds (Å) are listed after each position.
Cartesian coordinates (Å):
1 C -1.044 -0.891 0.023  H5 1.078, N8 1.383, N9 1.269
2 C 0.314 0.042 1.411  C3 1.512, H6 1.080, H7 1.091, N9 1.487
3 C 0.706 0.471 0.015  C2 1.512, N8 1.379, S11 1.612
4 H 0.273 0.990 -2.630  S10 1.356
5 H -1.805 -1.508 -0.429  C1 1.078
6 H 1.191 -0.386 1.875  C2 1.080
7 H 0.046 0.927 1.990  C2 1.091
8 N -0.291 -0.055 -0.780  C1 1.383, C3 1.379, S10 1.691
9 N -0.793 -0.941 1.266  C1 1.269, C2 1.487
10 S -0.589 -0.040 -2.444  H4 1.356, N8 1.691
11 S 1.993 1.390 -0.295  C3 1.612

Its net charge is 0. For the gap between HOMO and LUMO, the calculation gives 8.92 eV. As for the SMILES: S=C1CN=CN1S. The value obtained for the LUMO energy is 0.1 eV.



Entry B
The following is a quantum chemistry calculation of a single C3H4N2S2 molecule, from the Open Molecules 2025 dataset.

Bonds (Å) are listed after each position.
Cartesian coordinates (Å):
1 C 1.722 0.926 -0.322  C2 1.286, N4 1.481, H8 1.049
2 C 2.520 -0.077 -0.424  C1 1.286, N4 1.531, H9 1.054
3 C 0.036 -0.858 0.207  N4 1.354, N5 1.275, H10 1.178
4 N 1.244 -0.277 0.398  C1 1.481, C2 1.531, C3 1.354
5 N -1.025 -0.176 0.023  C3 1.275, S7 1.638
6 S -3.780 0.734 -0.040  S7 2.045, H11 1.316
7 S -2.506 -0.863 -0.115  N5 1.638, S6 2.045
8 H 1.370 1.889 -0.546  C1 1.049
9 H 3.420 -0.622 -0.494  C2 1.054
10 H 0.185 -2.018 0.347  C3 1.178
11 H -3.186 1.341 0.965  S6 1.316

Its net charge is 0. For the gap between HOMO and LUMO, the calculation gives 8.21 eV. As for the SMILES: SS/N=C/N1C=C1. The value obtained for the LUMO energy is 0.7 eV.



Entry C
The following is a quantum chemistry calculation of a single C3H4N2S2 molecule, from the Open Molecules 2025 dataset.

Bonds (Å) are listed after each position.
Cartesian coordinates (Å):
1 C 0.504 0.643 -0.804  N8 1.342, N9 1.350, S11 1.792
2 C -0.219 -0.953 0.780  C3 1.496, H6 1.143, H7 1.263, N9 1.438
3 C -1.136 0.229 0.799  C2 1.496, S10 1.698, S11 1.587
4 H 1.160 2.064 -1.965  N8 1.006
5 H 1.344 -0.992 -0.574  N9 0.909
6 H -0.607 -2.024 0.882  C2 1.143
7 H 0.669 -0.846 1.670  C2 1.263
8 N 1.206 1.063 -1.868  C1 1.342, H4 1.006
9 N 0.515 -0.651 -0.420  C1 1.350, C2 1.438, H5 0.909
10 S -2.664 -0.108 1.459  C3 1.698
11 S -0.771 1.575 0.042  C1 1.792, C3 1.587

Its net charge is 0. For the gap between HOMO and LUMO, the calculation gives 8.05 eV. As for the SMILES: [H]/N=C1/NCC(=S)S1. The value obtained for the LUMO energy is -0.8 eV.



Entry D
The following is a quantum chemistry calculation of a single C3H4N2S2 molecule, from the Open Molecules 2025 dataset.

Bonds (Å) are listed after each position.
Cartesian coordinates (Å):
1 C -1.102 -0.175 -0.007  C2 1.434, N9 1.310, S10 1.789
2 C -0.711 1.203 -0.067  C1 1.434, C3 1.357, H5 1.098
3 C 0.640 1.110 -0.147  C2 1.357, H6 1.089, N8 1.366
4 H -2.336 -2.145 -0.166  S10 1.372
5 H -1.326 2.112 -0.038  C2 1.098
6 H 1.425 1.862 -0.206  C3 1.089
7 H 2.780 -0.980 1.136  S11 1.332
8 N 0.966 -0.217 -0.116  C3 1.366, N9 1.318, S11 1.703
9 N -0.092 -1.002 -0.112  C1 1.310, N8 1.318
10 S -2.759 -0.841 -0.110  C1 1.789, H4 1.372
11 S 2.514 -0.927 -0.168  H7 1.332, N8 1.703

Its net charge is 0. For the gap between HOMO and LUMO, the calculation gives 9.26 eV. As for the SMILES: Sc1ccn(S)n1. The value obtained for the LUMO energy is 0.7 eV.



Most stable structure, least stable structure: entry A, entry B.



Entry A
The following is a quantum chemistry calculation of a single C3H4N2S2 molecule, from the Open Molecules 2025 dataset.

Bonds (Å) are listed after each position.
Cartesian coordinates (Å):
1 C 0.810 0.100 -0.064  C2 1.489, N8 1.247, N9 1.389
2 C -0.315 0.205 0.905  C1 1.489, C3 1.497, H5 1.091, H6 1.082
3 C -1.593 -0.171 0.222  C2 1.497, S10 1.611, S11 1.777
4 H 2.566 0.354 -0.565  N8 0.991
5 H -0.393 1.235 1.257  C2 1.091
6 H -0.184 -0.404 1.790  C2 1.082
7 H 1.006 -0.410 -2.027  N9 1.023
8 N 1.932 0.596 0.157  C1 1.247, H4 0.991
9 N 0.427 -0.593 -1.205  C1 1.389, H7 1.023, S11 1.678
10 S -3.026 -0.183 0.957  C3 1.611
11 S -1.231 -0.727 -1.427  C3 1.777, N9 1.678

Its net charge is 0. For the gap between HOMO and LUMO, the calculation gives 8.26 eV. As for the SMILES: [H]/N=C1/CC(=S)SN1. The value obtained for the LUMO energy is -0.4 eV.



Entry B
The following is a quantum chemistry calculation of a single C3H4N2S2 molecule, from the Open Molecules 2025 dataset.

Bonds (Å) are listed after each position.
Cartesian coordinates (Å):
1 C -0.275 -0.115 1.376  H5 1.098, N8 1.268, N9 1.398
2 C 0.124 0.368 -1.085  C3 1.540, N9 1.371, S10 1.633
3 C 0.096 -1.097 -1.557  C2 1.540, H7 1.105, S11 1.588
4 H 0.151 1.284 2.583  N8 1.032
5 H -0.517 -1.164 1.161  C1 1.098
6 H 0.166 1.646 0.492  N9 1.027
7 H 0.909 -1.156 -2.303  C3 1.105
8 N -0.089 0.280 2.566  C1 1.268, H4 1.032
9 N -0.038 0.670 0.243  C1 1.398, C2 1.371, H6 1.027
10 S 0.425 1.545 -2.177  C2 1.633
11 S -0.952 -2.262 -1.299  C3 1.588

Its net charge is 0. For the gap between HOMO and LUMO, the calculation gives 7.74 eV. As for the SMILES: [H]/N=C\NC(=S)C=S. The value obtained for the LUMO energy is -1.5 eV.



Most stable structure, least stable structure: entry A, entry B.